C6H12N3OP | wB97M-V/def2-TZVPD

Last column: Mulliken charge in e.
Atoms and positions in Å:
C: 1.87828 1.72723 0.19585  0.33
C: -2.51804 0.54681 0.22433  0.26
C: 0.78360 -2.35142 0.23224  0.18
C: 2.91517 2.69524 -0.24314  -1.26
C: -3.77334 0.84699 -0.41886  -1.09
C: 0.80189 -3.66690 -0.42289  -1.07
N: 0.99737 1.08249 -0.49234  -0.55
N: -1.44828 0.43465 -0.39383  -0.55
N: 0.41598 -1.38545 -0.40767  -0.55
O: 0.05819 0.07732 2.12359  -0.72
P: 0.01785 0.10836 0.34012  0.99
H: 1.82758 1.76748 1.28981  0.37
H: -2.54380 0.47515 1.38771  0.34
H: 0.98037 -2.18444 1.33578  0.41
H: 3.86483 2.59997 0.12696  0.38
H: 2.55277 3.72182 0.03815  0.28
H: 2.97028 2.66277 -1.28334  0.35
H: -3.82507 1.91811 -0.41333  0.28
H: -4.72822 0.65053 0.05185  0.35
H: -3.75720 0.34481 -1.31646  0.31
H: 0.87337 -4.51742 0.17841  0.36
H: 1.68288 -3.82695 -1.01533  0.28
H: -0.02647 -3.72715 -1.11760  0.29

Values from the calculation:
gap between HOMO and LUMO	0.3550	hartree
highest occupied orbital energy	-9.10	eV
max |F|	7.6	eV Å⁻¹
relative energy (zero: lowest compared OMol25 entry of this formula, charge and spin)	39.2	kcal/mol
lowest unoccupied orbital energy	0.562	eV
total charge	0